119
Properties=species:S:1:pos:R:3:lowdin_charge:R:1 method="wB97M-V/def2-TZVPD" mol_weight_g_mol=913.8 orbital_gap_ev=8.23 homo_energy_ev=-12.227 largest_force_ev_per_a=9.38 multiplicity=1 e_lumo_ev=-3.993 charge=+1
C 0.118 3.014 -2.302 -0.024
N -0.066 2.072 -1.147 -0.028
C -0.174 0.567 -1.201 -0.105
N -0.186 -0.347 -2.222 -0.035
C -0.133 0.086 -3.657 -0.148
C -0.439 -1.033 -4.797 -0.167
C -0.769 -0.320 -6.274 -0.135
C -2.251 0.388 -6.270 -0.194
O -3.340 -0.506 -6.786 -0.129
C -4.546 0.027 -6.069 -0.093
O -4.970 1.307 -6.252 -0.060
C -0.255 -1.868 -1.979 -0.091
O 1.014 -2.557 -2.393 -0.139
C 2.182 -1.921 -1.765 -0.181
O 3.387 -2.721 -2.166 -0.169
C 3.596 -2.531 -3.612 -0.159
C 5.088 -1.929 -4.005 -0.165
O 4.937 -0.728 -4.892 -0.173
N -0.278 0.207 0.262 0.145
C -0.278 1.456 1.091 -0.051
C -0.428 1.195 2.680 -0.120
C 0.779 1.760 3.632 -0.141
C 0.163 2.371 5.051 -0.100
F 0.483 1.498 6.236 -0.149
N -0.151 2.617 0.158 0.043
C -0.131 4.046 0.637 -0.169
F -0.490 4.258 2.055 0.058
F -1.055 4.962 -0.132 0.016
C 1.463 4.542 0.509 -0.046
F 2.344 3.363 0.813 -0.030
F 1.725 5.534 1.582 -0.009
H -0.847 3.026 -3.002 0.126
H 0.976 2.548 -2.990 0.117
H 0.468 4.096 -2.055 0.097
H 0.948 0.536 -3.886 0.145
H -0.967 0.930 -3.788 0.126
H -1.439 -1.630 -4.536 0.132
H 0.389 -1.845 -4.955 0.122
H -0.850 -1.240 -7.030 0.140
H 0.103 0.360 -6.658 0.125
H -2.626 0.711 -5.185 0.115
H -2.246 1.399 -6.899 0.150
H -5.156 -0.598 -5.273 0.175
H -0.369 -2.149 -0.837 0.156
H -1.213 -2.359 -2.495 0.170
H 2.409 -0.824 -2.164 0.145
H 2.091 -1.833 -0.580 0.164
H 2.816 -1.786 -4.116 0.128
H 3.479 -3.599 -4.110 0.132
H 5.666 -2.725 -4.673 0.138
H 5.710 -1.555 -3.082 0.136
H 5.675 -0.072 -4.640 0.110
H -1.425 1.744 3.039 0.131
H -0.640 0.038 2.878 0.154
H 1.407 2.571 3.068 0.104
H 1.424 0.812 3.966 0.146
H 0.614 3.439 5.250 0.134
H -1.001 2.490 5.044 0.124
H 1.707 5.031 -0.526 0.178
C -6.349 3.512 -4.670 -0.048
O -6.249 4.922 -4.487 0.004
C -5.178 5.316 -3.752 -0.550
O -4.336 4.580 -3.262 0.080
O -5.207 6.669 -3.658 -0.001
C -4.131 7.228 -2.906 -0.052
H -7.240 3.311 -5.271 0.103
H -5.477 3.130 -5.210 0.063
H -6.462 3.004 -3.707 0.096
H -3.170 6.994 -3.376 0.094
H -4.155 6.869 -1.872 0.095
H -4.254 8.314 -2.896 0.098
C 2.703 1.348 8.740 -0.053
O 3.858 2.180 8.838 -0.008
C 4.962 1.676 8.232 -0.560
O 5.032 0.612 7.637 0.106
O 5.976 2.562 8.402 -0.010
C 7.211 2.161 7.812 -0.052
H 1.881 1.848 9.258 0.098
H 2.416 1.209 7.692 0.076
H 2.881 0.383 9.225 0.102
H 7.104 2.054 6.727 0.096
H 7.568 1.228 8.260 0.100
H 7.950 2.942 8.009 0.095
C 3.114 -6.061 -2.885 -0.054
O 4.362 -6.577 -3.342 -0.010
C 4.296 -7.837 -3.842 -0.559
O 3.290 -8.524 -3.923 0.110
O 5.543 -8.200 -4.236 -0.011
C 5.626 -9.513 -4.787 -0.050
H 3.285 -5.049 -2.507 0.065
H 2.395 -6.004 -3.709 0.102
H 2.719 -6.672 -2.067 0.104
H 5.007 -9.593 -5.687 0.099
H 5.331 -10.262 -4.045 0.100
H 6.666 -9.696 -5.067 0.095
C -1.126 -0.465 8.096 -0.060
O -0.934 -1.419 9.138 -0.008
C -0.636 -2.669 8.703 -0.558
O -0.526 -3.016 7.538 0.103
O -0.481 -3.467 9.790 -0.008
C -0.162 -4.823 9.482 -0.051
H -1.359 0.498 8.558 0.097
H -0.212 -0.351 7.504 0.075
H -1.968 -0.754 7.458 0.098
H 0.791 -4.883 8.946 0.099
H -0.965 -5.286 8.900 0.099
H -0.061 -5.369 10.424 0.096
C -7.136 -1.162 -0.463 -0.045
O -6.756 0.209 -0.362 -0.003
C -5.476 0.462 -0.732 -0.558
O -4.666 -0.363 -1.126 0.092
O -5.251 1.793 -0.588 0.002
C -3.934 2.208 -0.944 -0.061
H -8.178 -1.249 -0.143 0.100
H -7.065 -1.507 -1.500 0.098
H -6.520 -1.783 0.196 0.100
H -3.734 1.997 -1.999 0.090
H -3.190 1.722 -0.304 0.077
H -3.866 3.288 -0.790 0.091

---

111
Properties=species:S:1:pos:R:3:lowdin_charge:R:1 method="wB97M-V/def2-TZVPD" mol_weight_g_mol=1012.1 orbital_gap_ev="3.10 / 1.84" homo_energy_ev="-9.131 / -9.130" largest_force_ev_per_a=5.31 multiplicity=3 e_lumo_ev="-6.032 / -7.287" e_above_lowest_kcal_mol=213.7 charge=+1
Pt -11.659 20.430 -5.859 0.853
B -8.742 23.159 -6.231 -0.254
H -8.013 23.955 -6.238 0.001
H -8.297 22.304 -6.715 -0.053
H -8.932 23.106 -5.170 -0.039
H -9.625 23.489 -6.757 -0.073
C -3.943 18.630 -2.310 -0.169
C -4.436 17.125 -2.089 -0.197
C -5.750 17.228 -1.325 -0.216
S -6.580 18.859 -1.724 0.678
O -6.626 19.649 -0.496 -0.337
O -7.634 18.784 -2.690 -0.332
C -5.225 19.526 -2.649 -0.232
H -2.976 18.965 -2.685 0.108
H -3.725 18.867 -1.268 0.092
H -3.791 16.438 -1.543 0.112
H -4.551 16.744 -3.103 0.103
H -5.632 17.088 -0.250 0.100
H -6.468 16.421 -1.479 0.095
H -5.248 20.581 -2.374 0.099
H -5.341 19.442 -3.730 0.098
C -19.015 23.994 -9.701 -0.244
C -19.627 23.548 -8.405 -0.243
C -18.961 24.179 -7.201 -0.232
S -17.273 24.503 -7.676 0.664
O -16.457 23.378 -7.243 -0.346
O -16.890 25.784 -7.198 -0.317
C -17.602 24.533 -9.517 -0.165
H -19.780 24.604 -10.181 0.113
H -19.128 23.204 -10.443 0.113
H -19.423 22.478 -8.376 0.114
H -20.713 23.576 -8.322 0.121
H -19.044 23.661 -6.245 0.116
H -19.308 25.206 -7.088 0.103
H -16.819 23.997 -10.053 0.106
H -17.691 25.605 -9.692 0.099
C -15.135 20.094 2.317 -0.223
C -16.528 20.196 1.576 -0.158
C -16.143 20.815 0.185 -0.234
S -14.602 21.794 0.179 0.696
O -15.027 23.132 0.473 -0.342
O -13.776 21.385 -0.944 -0.342
C -14.106 21.136 1.888 -0.200
H -14.727 19.087 2.233 0.106
H -15.214 20.230 3.395 0.106
H -17.067 20.899 2.211 0.106
H -17.074 19.278 1.357 0.109
H -16.873 21.337 -0.433 0.102
H -15.795 19.931 -0.349 0.087
H -14.018 21.894 2.665 0.098
H -13.110 20.705 1.786 0.091
C -6.834 12.581 -7.683 -0.208
C -5.692 13.346 -8.460 -0.176
C -6.456 14.485 -9.197 -0.180
S -8.213 14.682 -8.463 0.724
O -9.192 14.250 -9.482 -0.349
O -8.251 15.982 -7.757 -0.371
C -8.013 13.465 -7.246 -0.267
H -6.361 12.267 -6.753 0.104
H -7.100 11.683 -8.240 0.113
H -5.305 12.622 -9.176 0.106
H -4.920 13.724 -7.789 0.107
H -6.558 14.266 -10.260 0.092
H -6.026 15.483 -9.111 0.087
H -8.930 12.940 -6.977 0.115
H -7.711 14.028 -6.363 0.102
C -12.251 22.868 -14.300 -0.241
C -12.900 21.560 -14.347 -0.236
C -11.859 20.476 -13.938 -0.208
S -10.954 21.131 -12.490 0.779
O -9.505 20.733 -12.557 -0.378
O -11.818 21.115 -11.243 -0.383
C -11.038 22.847 -13.291 -0.183
H -12.941 23.690 -14.106 0.117
H -11.701 23.084 -15.216 0.109
H -13.261 21.453 -15.370 0.119
H -13.770 21.692 -13.703 0.118
H -11.078 20.375 -14.691 0.105
H -12.206 19.472 -13.690 0.101
H -10.171 23.052 -13.920 0.093
H -10.995 23.482 -12.406 0.089
N -1.890 28.690 -5.584 0.008
C -1.467 29.464 -6.591 -0.178
C -1.822 28.952 -7.807 -0.092
C -2.139 27.612 -7.494 -0.101
C -2.209 27.556 -6.122 -0.205
H -1.936 28.990 -4.621 0.163
H -1.067 30.446 -6.387 0.107
H -1.746 29.466 -8.754 0.096
H -2.307 26.850 -8.240 0.092
H -2.466 26.694 -5.524 0.109
N -8.712 27.594 -2.495 0.040
C -9.736 28.350 -2.035 -0.046
C -9.204 29.270 -1.146 -0.043
C -7.855 28.914 -0.924 -0.029
C -7.598 27.789 -1.731 -0.025
H -8.858 26.887 -3.202 0.169
H -10.730 28.248 -2.443 0.136
H -9.712 30.144 -0.765 0.113
H -7.156 29.393 -0.255 0.110
H -6.738 27.203 -2.020 0.131
N -5.792 28.138 -13.608 -0.001
C -5.541 26.904 -13.195 -0.173
C -6.217 26.660 -12.053 -0.131
C -6.828 27.830 -11.721 -0.141
C -6.609 28.764 -12.708 -0.121
H -5.412 28.644 -14.396 0.154
H -4.815 26.337 -13.759 0.114
H -6.370 25.710 -11.561 0.102
H -7.463 27.946 -10.855 0.094
H -6.950 29.772 -12.890 0.105

---

124
Properties=species:S:1:pos:R:3:lowdin_charge:R:1 method="wB97M-V/def2-TZVPD" mol_weight_g_mol=1603.3 orbital_gap_ev=5.45 homo_energy_ev=-4.055 largest_force_ev_per_a=6.06 multiplicity=1 e_lumo_ev=1.392 e_above_lowest_kcal_mol=351.4 charge=-1
C 1.512 -2.569 0.984 -0.321
C 1.643 -4.022 0.581 -0.190
C 0.784 -4.661 -0.701 -0.295
Ga 1.116 -3.507 -2.422 0.252
P -0.490 -3.927 -4.068 0.733
C -1.490 -5.525 -3.742 -0.523
C -2.160 -5.599 -2.229 -0.262
C 0.263 -4.145 -5.809 -0.519
C 0.709 -2.675 -6.386 -0.228
C 3.076 -3.791 -3.014 -0.359
F 3.902 -3.774 -1.749 -0.137
F 3.309 -5.161 -3.600 -0.134
C 3.696 -2.595 -3.960 -0.208
C 3.719 -1.111 -3.259 -0.261
Si 3.902 0.357 -4.530 0.527
C 3.263 -0.191 -6.305 -0.242
C 5.761 0.885 -4.813 -0.266
C 2.777 1.892 -4.055 -0.261
C 3.325 3.424 -4.346 -0.285
C 2.298 4.670 -3.964 -0.089
C 0.827 4.311 -3.328 -0.080
C 0.301 2.771 -3.018 -0.067
C 1.310 1.535 -3.394 -0.036
H 0.627 -1.874 0.605 -0.032
H 2.329 -2.172 1.748 0.064
H 2.356 -4.703 1.224 0.087
H -0.358 -4.553 -0.373 0.047
H 1.043 -5.797 -0.860 0.029
H 0.911 -1.967 -1.954 -0.057
H -2.417 -5.493 -4.494 0.069
H -0.917 -6.525 -4.003 0.065
H -3.238 -6.055 -2.242 0.025
H -1.406 -6.229 -1.569 -0.021
H -2.140 -4.478 -1.824 0.061
H -0.626 -4.521 -6.512 0.071
H 1.102 -4.960 -5.886 0.072
H -0.081 -2.148 -7.070 0.078
H 0.919 -1.992 -5.442 0.039
H 1.746 -2.807 -6.929 0.065
H 3.122 -2.646 -4.985 0.076
H 4.816 -2.925 -4.206 0.127
H 2.724 -0.963 -2.631 0.036
H 4.603 -1.110 -2.460 0.100
H 3.456 0.691 -7.072 -0.039
H 2.076 -0.243 -6.187 0.044
H 3.728 -1.214 -6.647 0.045
H 6.151 0.203 -5.695 0.049
H 5.805 1.996 -5.188 -0.020
H 6.421 0.664 -3.866 0.043
H 4.387 3.640 -4.816 0.038
H 2.684 5.761 -4.207 0.080
H 0.081 5.176 -3.059 0.028
H -0.769 2.519 -2.576 0.054
H 1.020 0.409 -3.230 0.067
C -0.903 -0.630 3.466 -1.013
Cl -1.244 -1.531 4.948 0.507
Cl -0.080 -1.648 2.278 0.644
H -1.845 -0.277 3.040 -0.077
H -0.264 0.223 3.707 0.035
C -3.016 4.254 -3.994 -1.026
Cl -3.709 2.706 -3.496 0.506
Cl -2.568 5.231 -2.590 0.492
H -2.124 4.067 -4.596 0.030
H -3.754 4.800 -4.586 -0.069
C -1.506 0.508 8.278 -1.075
Cl -3.134 0.480 8.967 0.493
Cl -0.974 2.166 7.969 0.508
H -0.814 0.038 8.981 -0.085
H -1.509 -0.045 7.336 -0.024
C 0.673 5.030 10.243 -1.039
Cl 1.917 6.222 9.851 0.495
Cl 1.111 4.102 11.683 0.487
H -0.271 5.548 10.428 0.030
H 0.558 4.344 9.400 -0.008
C 5.101 4.391 -1.264 -0.946
Cl 4.850 3.287 -2.621 0.705
Cl 5.402 6.038 -1.830 0.497
H 4.208 4.389 -0.634 0.039
H 5.963 4.052 -0.683 0.027
C -1.338 -9.239 -1.900 -0.978
Cl -2.910 -8.565 -2.346 0.556
Cl -0.555 -8.257 -0.656 0.560
H -1.481 -10.252 -1.516 0.023
H -0.698 -9.267 -2.786 0.033
C -3.022 -0.592 -0.572 -0.985
Cl -1.806 -0.526 -1.854 0.506
Cl -2.408 0.123 0.923 0.571
H -3.908 -0.040 -0.894 0.023
H -3.285 -1.636 -0.385 0.034
C -3.103 9.351 -2.622 -1.019
Cl -3.444 8.451 -1.140 0.495
Cl -2.280 8.333 -3.810 0.475
H -4.046 9.705 -3.048 0.027
H -2.465 10.204 -2.381 0.027
C 4.677 2.305 -9.331 -0.999
Cl 4.755 2.513 -7.578 0.589
Cl 4.251 3.822 -10.133 0.497
H 5.653 1.973 -9.694 0.031
H 3.921 1.553 -9.567 0.034
C 0.157 -1.796 11.256 -0.981
Cl -0.183 -2.004 9.534 0.590
Cl -1.313 -1.392 12.151 0.529
H 0.570 -2.727 11.652 0.031
H 0.882 -0.988 11.380 0.037
C -3.734 0.537 14.241 -1.032
Cl -3.656 0.744 15.995 0.505
Cl -4.160 2.053 13.440 0.529
H -2.758 0.205 13.878 -0.027
H -4.490 -0.215 14.005 0.034
C -6.281 6.171 -6.480 -1.009
Cl -6.211 4.410 -6.615 0.519
Cl -4.998 6.780 -5.428 0.531
H -6.164 6.609 -7.474 0.029
H -7.249 6.458 -6.063 0.029
C -0.555 -8.431 3.365 -1.045
Cl -2.182 -8.459 4.054 0.486
Cl -0.023 -6.773 3.056 0.508
H 0.137 -8.901 4.068 0.025
H -0.557 -8.985 2.423 0.000
C -5.809 5.231 12.741 -1.048
Cl -5.150 6.872 12.725 0.497
Cl -7.210 5.119 13.813 0.494
H -6.113 4.960 11.727 0.033
H -5.037 4.542 13.091 -0.039

---

118
Properties=species:S:1:pos:R:3:lowdin_charge:R:1 method="wB97M-V/def2-TZVPD" mol_weight_g_mol=925.1 orbital_gap_ev=8.79 homo_energy_ev=-8.614 largest_force_ev_per_a=6.38 multiplicity=1 e_lumo_ev=0.172 e_above_lowest_kcal_mol=186.7 charge=0
C 3.043 0.550 10.640 -0.008
C 2.869 0.111 9.177 -0.332
C 4.172 0.103 8.469 -0.126
O 4.042 -1.143 7.906 0.054
C 2.992 -1.903 8.224 -0.528
O 2.758 -3.011 7.834 0.156
O 2.240 -1.189 9.142 0.070
H 2.076 0.731 11.109 0.086
H 3.692 1.426 10.621 0.084
H 3.645 -0.209 11.140 0.094
H 2.158 0.603 8.512 0.158
H 5.013 0.113 9.162 0.140
H 4.232 0.694 7.555 0.152
C 2.569 -4.089 -10.192 0.001
C 1.693 -3.172 -9.222 -0.276
C 2.000 -3.536 -7.812 -0.213
O 2.109 -2.399 -7.118 0.071
C 2.220 -1.343 -8.024 -0.494
O 2.409 -0.162 -7.774 0.132
O 2.092 -1.784 -9.275 0.095
H 2.255 -3.987 -11.231 0.071
H 2.390 -5.129 -9.921 0.085
H 3.543 -3.603 -10.251 0.090
H 0.611 -3.281 -9.302 0.151
H 2.900 -4.124 -7.629 0.146
H 1.020 -3.911 -7.519 0.143
C 3.666 10.729 4.602 0.004
C 4.435 9.546 3.855 -0.218
C 5.166 8.420 4.623 -0.088
O 4.831 7.296 3.807 0.044
C 3.627 7.462 3.204 -0.567
O 2.815 6.653 2.776 0.124
O 3.342 8.742 3.242 0.058
H 3.724 11.667 4.048 0.074
H 4.044 10.857 5.616 0.073
H 2.619 10.443 4.698 0.082
H 5.155 9.801 3.077 0.144
H 4.624 8.348 5.566 0.132
H 6.250 8.448 4.734 0.140
C -6.560 0.248 -3.572 -0.014
C -7.931 0.504 -2.891 -0.297
C -9.094 0.755 -3.780 -0.083
O -9.996 -0.310 -3.439 0.091
C -9.492 -1.045 -2.458 -0.574
O -10.030 -2.027 -1.899 0.100
O -8.251 -0.736 -2.310 0.098
H -5.766 -0.033 -2.881 0.082
H -6.012 0.957 -4.193 0.079
H -6.592 -0.649 -4.191 0.088
H -7.839 1.208 -2.064 0.158
H -8.910 0.635 -4.848 0.136
H -9.444 1.782 -3.670 0.136
C -3.685 2.671 -9.972 -0.024
C -2.867 1.402 -9.788 -0.282
C -3.539 0.326 -8.838 -0.032
O -3.542 -0.917 -9.648 0.037
C -3.137 -0.654 -10.898 -0.530
O -3.359 -1.382 -11.839 0.134
O -2.732 0.674 -11.032 0.051
H -3.456 3.548 -9.366 0.082
H -4.751 2.524 -9.802 0.081
H -3.536 3.030 -10.990 0.086
H -1.884 1.515 -9.331 0.145
H -4.596 0.294 -8.575 0.131
H -2.854 0.174 -8.004 0.122
C 0.510 0.380 2.047 -0.035
C 0.226 0.899 0.681 -0.339
C 1.503 1.292 -0.070 -0.045
O 1.059 0.891 -1.351 0.112
C 0.095 0.073 -1.331 -0.619
O -0.400 -0.605 -2.226 0.113
O -0.368 -0.124 -0.093 0.098
H 0.972 0.990 2.823 0.090
H 1.138 -0.507 1.971 0.094
H -0.415 0.098 2.551 0.087
H -0.580 1.630 0.745 0.162
H 2.407 0.713 0.116 0.140
H 1.762 2.340 0.079 0.143
C -0.702 -5.795 4.059 -0.261
S -1.530 -6.445 5.563 0.843
O -3.070 -6.302 5.475 -0.592
C -1.250 -8.251 5.371 -0.277
H -0.935 -6.425 3.201 0.049
H 0.371 -5.911 4.211 0.046
H -0.958 -4.743 3.938 0.051
H -0.189 -8.485 5.463 0.042
H -1.554 -8.790 4.474 0.052
H -1.805 -8.801 6.131 0.046
C 1.895 -5.625 -1.864 -0.293
S 3.039 -4.336 -1.450 0.815
O 2.585 -3.935 -0.078 -0.570
C 4.477 -5.477 -1.272 -0.257
H 2.188 -5.998 -2.845 0.053
H 0.906 -5.170 -1.817 0.054
H 1.868 -6.356 -1.055 0.061
H 4.483 -5.774 -0.223 0.050
H 5.359 -4.849 -1.397 0.035
H 4.499 -6.387 -1.871 0.050
C 7.283 1.261 2.122 -0.238
S 7.981 0.099 3.389 0.796
O 7.642 0.767 4.645 -0.550
C 7.013 -1.355 3.022 -0.279
H 6.376 0.924 1.620 0.039
H 7.990 1.704 1.421 0.040
H 7.033 2.159 2.687 0.041
H 7.062 -1.819 4.007 0.046
H 7.490 -2.019 2.302 0.056
H 5.988 -1.116 2.740 0.051
C -6.738 1.504 3.792 -0.251
S -6.596 3.179 4.593 0.879
O -6.636 3.966 3.231 -0.627
C -8.295 3.379 5.271 -0.259
H -7.311 0.984 4.561 0.022
H -5.858 0.916 3.533 0.050
H -7.411 1.546 2.936 0.055
H -8.062 3.873 6.214 0.028
H -8.852 2.462 5.463 0.048
H -8.873 4.107 4.702 0.055